# 1
Entry from the OMol25 dataset: an isolated molecule of C6H8BrN3O5 at a distorted geometry (wB97M-V/def2-TZVPD).

Element x y z (Å)
C1 -1.44409 0.92974 1.38781
C2 0.49012 1.93432 0.20432
C3 -1.44768 -0.31087 -0.39886
C4 0.06960 -0.44737 -0.34988
C5 0.71328 -1.43219 -1.29523
C6 1.63911 -1.02662 1.44974
N1 -0.45327 1.79579 1.27166
N2 0.67053 0.89212 -0.58181
N3 -1.96051 0.25671 -1.61918
O1 -1.29112 1.10590 -2.06969
O2 -2.24111 0.57146 2.16966
O3 1.07632 2.96518 0.08793
O4 -3.03119 -0.10187 -2.06558
O5 0.29739 -0.83074 0.97148
Br1 -2.46822 -1.79828 0.18585
H1 0.56569 -1.29930 -2.36296
H2 0.57380 -2.50668 -1.04294
H3 1.79062 -1.22757 -1.30670
H4 1.46537 -0.89642 2.48510
H5 2.52821 -0.41537 1.18572
H6 1.75125 -1.99890 1.21452
H7 -0.52696 2.57652 1.91538
H8 1.23289 1.26447 -1.43633

For the gap between HOMO and LUMO, the calculation gives 9.01 eV. As for the energy relative to the best compared isomer or geometry (same formula, charge and spin): 36.2 kcal/mol. As for the HOMO energy: -9.43 eV.

Here are the Löwdin charges for atoms 1 to 8, given in e: C -0.28; C -0.56; C -0.53; C -0.57; C 0.00; C -0.02; N 0.21; N 0.15

# 2
Entry from the OMol25 dataset: the ion C6H8BrO3 with charge -1 at a distorted geometry (wB97M-V/def2-TZVPD).

Element x y z (Å)
C1 2.60807 0.59342 0.05825
C2 1.37867 0.56023 -0.85002
C3 0.32758 -0.95705 -0.51321
C4 -0.60556 0.13618 0.02987
C5 -0.80709 0.05281 1.53520
C6 -1.97641 0.01604 -0.51055
O1 2.54085 -0.11869 1.05704
O2 3.52443 1.31943 -0.30339
O3 0.13511 1.22080 -0.41882
Br1 -0.01947 -1.72480 -2.19732
H1 1.45857 0.69131 -1.91485
H2 0.97210 -1.63487 0.22289
H3 0.08598 -0.23681 2.00742
H4 -1.57779 -0.73978 1.78835
H5 -1.16936 1.01250 1.96192
H6 -2.49833 0.31531 0.31831
H7 -2.21010 -1.02814 -0.76384
H8 -2.16725 0.52211 -1.50725

For the gap between HOMO and LUMO, the calculation gives 7.34 eV. As for the energy relative to the best compared isomer or geometry (same formula, charge and spin): 11.8 kcal/mol. As for the total charge: -1. As for the HOMO energy: -4.32 eV. As for the SMILES: CC1(C)O[C@@H](C(=O)[O-])[C@@H]1Br.

Here are the Löwdin charges for atoms 1 to 8, given in e: C -0.76; C -0.08; C -0.56; C -0.69; C -0.03; C -0.09; O -0.05; O -0.03

# 3
Entry from the OMol25 dataset: an isolated molecule of C6H8Cl2Si at a distorted geometry (wB97M-V/def2-TZVPD).

Element x y z (Å)
C1 -1.09873 0.24403 1.00176
C2 -2.05740 -0.10949 0.05933
C3 0.17657 0.67179 0.29909
C4 -1.52490 0.18194 -1.29059
C5 -0.23745 0.71441 -1.09280
C6 3.01824 -0.29391 -0.29233
Si1 1.43233 -0.70205 0.88441
Cl1 4.55570 -0.94422 0.10527
Cl2 3.32149 1.55394 -0.37077
H1 -1.30197 0.02496 2.04978
H2 -2.99616 -0.62986 0.25756
H3 0.55126 1.68487 0.69136
H4 -2.07676 0.05799 -2.21249
H5 0.27544 1.01389 -1.99545
H6 2.65944 -0.58464 -1.25839
H7 0.89742 -2.05801 0.43940
H8 1.53924 -0.80920 2.27564

For the gap between HOMO and LUMO, the calculation gives 9.33 eV. As for the energy relative to the best compared isomer or geometry (same formula, charge and spin): 67.3 kcal/mol. As for the HOMO energy: -8.61 eV. As for the SMILES: ClC(Cl)[SiH2]C1C=CC=C1.

Here are the Löwdin charges for atoms 1 to 8, given in e: C -0.16; C -0.09; C -0.46; C -0.06; C -0.14; C -1.20; Si 0.72; Cl 0.53

# 4
Entry from the OMol25 dataset: an isolated molecule of C6H8ClNO2 at a distorted geometry (wB97M-V/def2-TZVPD).

Element x y z (Å)
C1 -0.30750 -1.29091 0.58735
C2 -1.16994 -0.48783 -0.02540
C3 1.17247 -1.04289 0.64520
C4 1.73895 0.33543 0.32166
C5 0.91986 1.18534 -0.71617
C6 -0.59712 1.02646 -0.62252
N1 -2.58712 -0.71857 -0.13528
O1 -2.96410 -1.76485 0.33419
O2 -3.28383 0.04020 -0.74312
Cl1 -1.09913 2.34279 0.55773
H1 -0.57166 -2.10016 1.08601
H2 1.58758 -1.36640 1.72134
H3 1.46181 -1.93838 -0.04865
H4 1.73392 1.03014 1.13786
H5 2.71448 0.33475 -0.01095
H6 1.27949 2.19406 -0.63853
H7 1.13415 0.89420 -1.82590
H8 -1.16230 1.32661 -1.62482

For the gap between HOMO and LUMO, the calculation gives 10.09 eV. As for the energy relative to the best compared isomer or geometry (same formula, charge and spin): 119.5 kcal/mol. As for the HOMO energy: -10.42 eV. As for the SMILES: O=[N+]([O-])C1=CCCC[C@@H]1Cl.

Here are the Löwdin charges for atoms 1 to 8, given in e: C -0.02; C -0.10; C -0.16; C -0.18; C -0.26; C -0.52; N -0.40; O 0.08

# 5
Entry from the OMol25 dataset: a structure of composition C6H8CsNaO6 at a distorted geometry (wB97M-V/def2-TZVPD).

Element x y z (Å)
O1 -2.00834 -0.85926 0.07529
C1 -1.05093 -0.38458 -0.73877
C2 -2.52678 0.09486 1.04073
O2 -0.04046 0.07226 0.05393
O3 -1.96550 1.64435 -0.65314
C3 -2.99802 1.30884 0.22596
H1 -1.73860 0.43003 1.72838
H2 -3.38830 -0.40479 1.50078
H3 -3.44015 1.97442 0.99655
H4 -3.93278 1.00159 -0.28798
O4 1.64089 -0.61832 -1.48986
C4 1.31752 0.28920 -0.48115
C5 2.13529 -1.81959 -0.91973
O5 1.43325 1.53517 -0.81076
O6 2.16750 -0.07130 0.60853
C6 2.41339 -1.46957 0.54926
H5 3.04947 -2.09924 -1.45834
H6 1.38800 -2.61864 -1.01286
H7 3.45745 -1.63286 0.84144
H8 1.72840 -1.99776 1.22767
Cs1 -0.74900 3.57834 -1.56200
Na1 3.10771 2.04683 0.56607

For the gap between HOMO and LUMO, the calculation gives 4.89 eV. As for the energy relative to the best compared isomer or geometry (same formula, charge and spin): 15.0 kcal/mol. As for the HOMO energy: -6.07 eV.

Here are the Löwdin charges for atoms 1 to 8, given in e: O -0.11; C -0.08; C -0.17; O -0.04; O -0.68; C -0.39; H 0.11; H 0.12

# 6
Entry from the OMol25 dataset: a structure of composition C6H8CuLiO6 at a distorted geometry (wB97M-V/def2-TZVPD).

Element x y z (Å)
Li1 -1.34632 -0.12768 2.41544
O1 0.04463 -0.50512 1.07162
O2 -2.13605 -0.57085 0.56623
C1 -3.03074 0.25524 -0.15783
C2 -2.13597 1.31900 -0.81105
O3 -0.81625 0.94589 -0.47132
C3 -0.81824 -0.43960 -0.03565
H1 -3.57009 -0.34102 -0.90757
H2 -3.73639 0.70229 0.55388
H3 -2.33185 2.31808 -0.39678
H4 -2.24532 1.33350 -1.90408
Cu1 0.39039 1.65933 1.24670
O4 2.01341 1.64847 0.07928
O5 -0.42934 -1.28835 -0.92583
C4 1.08543 -1.75620 0.46086
C5 2.38354 -0.98337 0.25800
O6 2.53320 -0.24497 -0.95412
C6 2.42917 1.12787 -0.98542
H5 1.50256 -2.48337 1.18872
H6 0.37170 -2.58551 0.35019
H7 3.21084 -1.70740 0.27876
H8 2.55166 -0.33197 1.12432

For the gap between HOMO and LUMO (alpha / beta), the calculation gives 4.02 / 5.31 eV. The expectation value of S² is 0.7519. As for the spin multiplicity: 2. As for the total charge: -1. As for the HOMO energy (alpha / beta): -1.86 / -2.89 eV.

Here are the Löwdin charges for atoms 1 to 8, given in e: Li 0.48; O -0.24; O -0.13; C -0.17; C -0.16; O -0.10; C -0.83; H 0.12